# 1
The following is a DFT calculation (ωB97M-V/def2-TZVPD) of 2 unconnected molecules or ions with the total composition C3H11N3S2 at a distorted geometry.

Structure (XYZ):
```
19
C3H11N3S2 ωB97M-V/def2-TZVPD
C 2.200 -1.712 2.090
C 2.315 -0.835 0.831
S 1.083 -1.471 -0.394
S 1.454 -0.134 -1.944
H 2.115 -2.775 1.807
H 1.307 -1.401 2.645
H 3.120 -1.652 2.697
H 3.303 -0.866 0.344
H 2.060 0.209 1.022
H 0.544 0.712 -1.506
N -1.330 1.952 -0.799
C -2.337 1.026 -1.067
N -2.105 -0.227 -0.619
N -3.460 1.311 -1.663
H -1.513 2.929 -1.091
H -0.994 1.898 0.194
H -1.372 -0.400 0.088
H -2.925 -0.839 -0.548
H -3.467 2.273 -2.090
```

orbital gap	9.21	eV
SMILES	N=C(N)N.CCSS
HOMO energy	-0.3219	Ha
ΔE to the lowest compared entry with this formula, charge and spin	0.377	eV

---

# 2
The following is a DFT calculation (ωB97M-V/def2-TZVPD) of a molecular structure, C37H34ClF3N2O4PS2SbV at a distorted geometry.

Structure (XYZ):
```
86
C37H34ClF3N2O4PS2SbV ωB97M-V/def2-TZVPD
V 1.002 0.724 1.187
Cl -5.556 -2.998 4.002
C -4.005 -2.276 3.729
C -2.970 -3.057 3.237
C -1.742 -2.468 2.989
C -1.557 -1.109 3.234
C -2.606 -0.346 3.743
C -3.835 -0.926 3.994
C -0.303 -0.422 2.818
O -0.228 0.835 2.907
O 0.587 -1.061 2.199
H -3.132 -4.109 3.044
H -0.921 -3.048 2.594
H -2.446 0.708 3.922
H -4.662 -0.342 4.375
C 5.441 0.054 -2.269
C 5.777 1.243 -1.388
C 7.138 1.117 -0.729
O 4.776 1.529 -0.365
P 3.901 0.527 0.498
S 3.138 1.585 1.996
S 2.414 -0.325 -0.558
O 5.015 -0.528 0.946
C 4.929 -1.811 1.645
C 4.652 -2.935 0.661
C 3.966 -1.823 2.817
H 6.196 -0.023 -3.053
H 4.467 0.172 -2.736
H 5.446 -0.874 -1.699
H 5.753 2.149 -1.997
H 7.176 0.225 -0.106
H 7.338 1.989 -0.108
H 7.914 1.047 -1.491
H 5.949 -1.917 2.022
H 3.642 -2.867 0.265
H 4.764 -3.891 1.175
H 5.362 -2.909 -0.167
H 2.936 -1.774 2.479
H 4.157 -0.985 3.484
H 4.098 -2.751 3.375
F -7.627 0.152 1.817
C -6.378 0.119 1.328
C -5.664 1.300 1.245
C -4.370 1.251 0.753
C -3.804 0.054 0.329
C -4.550 -1.113 0.436
C -5.843 -1.093 0.935
Sb -1.737 0.009 -0.189
C -1.590 -1.951 -0.998
C -2.411 -2.397 -2.030
C -2.251 -3.665 -2.562
C -1.247 -4.468 -2.050
F -1.083 -5.700 -2.561
C -0.404 -4.050 -1.041
C -0.583 -2.778 -0.518
C -1.743 1.069 -2.046
C -0.754 0.746 -2.973
C -0.624 1.465 -4.151
C -1.493 2.515 -4.381
F -1.364 3.225 -5.516
C -2.486 2.863 -3.485
C -2.601 2.128 -2.315
H -6.118 2.226 1.569
H -3.796 2.171 0.714
H -4.119 -2.062 0.143
H -6.429 -1.996 1.033
H -3.189 -1.753 -2.425
H -2.882 -4.035 -3.358
H 0.375 -4.707 -0.681
H 0.074 -2.431 0.270
H -0.071 -0.075 -2.782
H 0.135 1.224 -4.883
H -3.148 3.688 -3.708
H -3.388 2.386 -1.618
N -1.283 6.902 -2.140
C -0.851 5.985 -1.601
C -0.341 4.828 -0.952
C 0.629 4.041 -1.558
C 1.048 2.891 -0.907
N 0.570 2.505 0.263
C -0.337 3.276 0.855
C -0.825 4.439 0.296
H 1.042 4.304 -2.520
H 1.793 2.236 -1.339
H -0.687 2.923 1.818
H -1.568 5.026 0.816
```

orbital gap (alpha / beta)	6.04 / 5.32	eV
multiplicity	2
HOMO energy (alpha / beta)	-0.2540 / -0.2304	Ha
ΔE to the lowest compared entry with this formula, charge and spin	0.000	eV

---

# 3
The following is a DFT calculation (ωB97M-V/def2-TZVPD) of 2 unconnected molecules or ions with the total composition C3H8N3O at a distorted geometry.

Structure (XYZ):
```
15
C3H8N3O ωB97M-V/def2-TZVPD
C -0.517 0.539 -0.213
C -0.088 -1.499 0.686
C 1.958 1.209 -0.574
N -1.193 1.819 -2.168
N -1.045 1.025 -1.131
N -0.289 -0.069 0.883
O 1.632 0.117 -0.933
H 0.891 -1.757 0.459
H -0.627 -1.623 -0.246
H -0.352 -2.016 1.702
H 3.018 1.475 -0.202
H 1.259 2.062 -0.545
H -2.102 1.745 -2.615
H 0.100 0.375 1.694
H -0.462 1.658 -2.886
```

orbital gap	11.03	eV
charge	+1
HOMO energy	-0.5409	Ha
ΔE to the lowest compared entry with this formula, charge and spin	4.504	eV

---

# 4
The following is a DFT calculation (ωB97M-V/def2-TZVPD) of a molecular structure, C21H25ClN2PSTb at a distorted geometry.

Structure (XYZ):
```
52
C21H25ClN2PSTb ωB97M-V/def2-TZVPD
Tb -0.084 2.069 1.012
Cl -1.975 3.217 1.984
P -0.740 -0.391 -0.572
C -0.834 -2.012 0.311
C -0.127 -3.171 -0.101
C -0.286 -4.380 0.600
C -1.049 -4.434 1.771
C -1.650 -3.263 2.237
C -1.515 -2.069 1.538
C -2.483 -0.044 -1.112
C -2.704 1.057 -1.967
C -3.981 1.357 -2.365
C -5.079 0.627 -1.951
C -4.873 -0.449 -1.063
C -3.585 -0.792 -0.649
C 0.024 -0.835 -2.210
C 1.190 -0.210 -2.680
C 1.751 -0.587 -3.904
C 1.155 -1.574 -4.694
C -0.007 -2.186 -4.244
C -0.581 -1.828 -3.020
H -1.846 1.669 -2.277
H -4.152 2.245 -3.022
H -6.117 0.882 -2.253
H -5.742 -1.007 -0.655
H -3.430 -1.614 0.064
H 0.557 -3.130 -0.950
H 0.231 -5.289 0.247
H -1.116 -5.376 2.339
H -2.210 -3.290 3.179
H -1.948 -1.159 1.955
H 1.677 0.557 -2.080
H 2.672 -0.113 -4.245
H 1.593 -1.874 -5.658
H -0.487 -2.987 -4.838
H -1.480 -2.335 -2.676
H 2.586 -0.835 1.122
H 3.096 -0.407 0.834
C 2.187 2.283 4.042
N 1.609 2.658 2.684
C 2.589 2.971 1.689
S 2.143 2.980 -0.011
N 3.875 3.108 1.984
C 4.512 4.021 2.981
H 3.131 1.754 3.842
H 1.469 1.643 4.582
H 2.352 3.217 4.559
H 1.057 3.562 2.853
H 4.446 3.061 1.135
H 5.261 3.454 3.536
H 5.119 4.747 2.437
H 3.798 4.504 3.681
```

orbital gap (alpha / beta)	6.52 / 6.59	eV
charge	+2
multiplicity	7
HOMO energy (alpha / beta)	-0.5136 / -0.5134	Ha

---

# 5
The following is a DFT calculation (ωB97M-V/def2-TZVPD) of a molecular structure, C26H39N3O2PtSSi3.

Structure (XYZ):
```
75
C26H39N3O2PtSSi3 ωB97M-V/def2-TZVPD
Pt -0.397 -0.196 -0.001
C -2.467 -2.573 1.485
Si -2.812 -2.433 -0.353
C -4.412 -1.500 -0.604
C -2.924 -4.155 -1.086
C -1.373 -1.510 -1.243
Si -1.843 -0.631 -2.901
C -2.656 -1.876 -4.032
C -0.333 0.106 -3.737
C -3.010 0.785 -2.487
Si 0.337 -2.530 -1.354
C 0.683 -3.520 0.185
C 0.192 -3.615 -2.866
C 1.756 -1.269 -1.590
C 2.903 -1.416 -2.352
C 3.837 -0.388 -2.395
C 3.603 0.774 -1.675
C 2.442 0.871 -0.930
N 1.565 -0.131 -0.896
H -3.417 -2.789 1.980
H -2.061 -1.681 1.963
H -1.794 -3.401 1.708
H -5.176 -2.020 -0.021
H -4.754 -1.478 -1.637
H -4.365 -0.476 -0.235
H -3.762 -4.659 -0.597
H -2.036 -4.754 -0.880
H -3.117 -4.163 -2.158
H -2.023 -2.733 -4.258
H -2.864 -1.369 -4.978
H -3.605 -2.246 -3.646
H 0.441 -0.614 -4.003
H 0.126 0.893 -3.135
H -0.663 0.570 -4.669
H -4.053 0.485 -2.566
H -2.835 1.584 -3.211
H -2.851 1.203 -1.494
H 0.012 -4.374 0.272
H 0.609 -2.936 1.103
H 1.701 -3.914 0.121
H -0.705 -4.229 -2.842
H 1.055 -4.287 -2.837
H 0.218 -3.057 -3.800
H 3.064 -2.325 -2.916
H 4.734 -0.490 -2.990
H 4.302 1.598 -1.694
H 2.194 1.754 -0.355
C 5.401 2.643 4.822
C 4.069 2.212 4.293
C 2.885 2.680 4.864
C 1.653 2.256 4.399
C 1.611 1.353 3.342
C 2.778 0.861 2.757
C 3.994 1.299 3.235
S 0.078 0.811 2.761
O 0.215 -0.549 2.233
O -0.979 1.147 3.652
N -0.221 1.547 1.240
C -0.707 2.765 1.054
C -0.846 3.747 2.084
C -1.391 4.970 1.760
C -1.775 5.200 0.448
C -1.578 4.178 -0.517
N -1.062 3.014 -0.244
H 5.311 3.512 5.470
H 6.087 2.881 4.010
H 5.849 1.835 5.403
H 2.931 3.371 5.695
H 0.740 2.588 4.876
H 2.726 0.129 1.962
H 4.908 0.915 2.801
H -0.552 3.517 3.097
H -1.521 5.730 2.517
H -2.212 6.141 0.143
H -1.861 4.362 -1.547
```

orbital gap (alpha / beta)	9.08 / 5.88	eV
charge	+2
multiplicity	5
HOMO energy (alpha / beta)	-0.5268 / -0.5464	Ha

---

# 6
The following is a DFT calculation (ωB97M-V/def2-TZVPD) of C5H9NO in the gas phase.

Structure (XYZ):
```
16
C5H9NO ωB97M-V/def2-TZVPD
C 1.447 1.099 0.780
C 0.917 -0.215 0.213
C -0.110 -0.941 1.139
C -1.256 -0.552 0.170
C -0.207 -0.102 -0.803
N -0.243 0.248 -2.019
O -1.559 0.119 -2.486
H 2.168 0.896 1.581
H 0.636 1.702 1.206
H 1.947 1.696 0.010
H 1.745 -0.843 -0.130
H 0.067 -2.019 1.195
H -0.194 -0.544 2.156
H -1.800 0.345 0.478
H -1.969 -1.317 -0.145
H -1.513 0.495 -3.373
```

orbital gap	10.52	eV
SMILES	C[C@H]1CC/C1=N\O
HOMO energy	-0.3467	Ha
ΔE to the lowest compared entry with this formula, charge and spin	2.944	eV

---

# 7
The following is a DFT calculation (ωB97M-V/def2-TZVPD) of C9H11BO3 in the gas phase at a distorted geometry.

Structure (XYZ):
```
24
C9H11BO3 ωB97M-V/def2-TZVPD
B -2.032 -1.254 0.618
C -1.359 2.349 -1.427
C -1.395 2.047 -0.134
C -0.368 1.601 -2.340
C -0.761 0.712 0.279
C 0.590 0.884 -1.778
C 0.597 0.508 -0.392
C 2.721 -0.251 0.882
C 1.704 0.270 0.259
C 2.834 -1.819 1.181
O -1.764 -1.202 1.982
O -2.663 -2.416 0.119
O -1.789 -0.182 -0.181
H -1.970 3.118 -1.956
H -1.927 2.815 0.470
H -0.340 1.886 -3.406
H -0.739 0.721 1.430
H 1.459 0.492 -2.304
H 3.527 0.370 1.377
H 2.395 -2.057 2.109
H 3.884 -2.043 1.358
H 2.454 -2.219 0.326
H -2.186 -1.983 2.357
H -2.872 -2.348 -0.830
```

orbital gap	8.83	eV
SMILES	CC=C=C1C=CC=C[C@H]1OB(O)O
HOMO energy	-0.3076	Ha
ΔE to the lowest compared entry with this formula, charge and spin	1.620	eV

---

# 8
The following is a DFT calculation (ωB97M-V/def2-TZVPD) of C4H6O2 in the gas phase at a distorted geometry.

Structure (XYZ):
```
12
C4H6O2 ωB97M-V/def2-TZVPD
C 1.380 0.821 0.235
C -0.075 0.383 -0.081
C -0.769 -0.823 -1.123
O -1.558 -0.526 -1.973
C -0.803 -0.405 0.934
O -0.369 -1.120 1.803
H 1.397 1.725 0.875
H 1.951 0.069 0.787
H 1.935 1.098 -0.664
H -0.663 1.221 -0.464
H -0.591 -1.889 -0.846
H -1.835 -0.554 0.518
```

orbital gap	9.70	eV
SMILES	CC(C=O)C=O
HOMO energy	-0.3624	Ha
ΔE to the lowest compared entry with this formula, charge and spin	2.502	eV

---

# 9
The following is a DFT calculation (ωB97M-V/def2-TZVPD) of a molecular structure, C37H26BBrCoF12N7O2P at a distorted geometry.

Structure (XYZ):
```
88
C37H26BBrCoF12N7O2P ωB97M-V/def2-TZVPD
Co -0.083 -0.057 -0.041
C 4.246 -0.076 -0.232
C 2.998 -0.505 -0.698
N 2.029 0.041 0.025
N 2.612 0.833 0.938
C 3.948 0.781 0.808
B 1.750 1.741 1.830
N 0.819 0.854 2.686
C 0.775 0.761 4.024
C -0.251 -0.098 4.363
C -0.791 -0.487 3.136
N -0.138 0.094 2.130
N 0.854 2.577 0.901
C 0.757 3.913 0.801
C -0.146 4.209 -0.200
C -0.568 2.963 -0.675
N 0.044 1.997 -0.001
H 5.217 -0.341 -0.610
H 2.768 -1.140 -1.536
H 4.594 1.354 1.453
H 2.426 2.431 2.529
H 1.462 1.311 4.645
H -0.565 -0.403 5.346
H -1.620 -1.151 2.966
H 1.333 4.562 1.439
H -0.458 5.181 -0.539
H -1.250 2.730 -1.478
F -0.204 -0.809 -5.023
C 0.265 0.301 -4.399
F 1.594 0.154 -4.276
F 0.041 1.331 -5.216
C -0.435 0.475 -3.009
O -1.361 1.269 -2.947
O 0.074 -0.273 -2.122
Br -6.922 0.296 -0.290
C -5.034 0.274 -0.306
C -4.323 0.977 0.654
C -2.942 0.887 0.629
N -2.275 0.155 -0.261
C -2.972 -0.474 -1.203
C -4.354 -0.449 -1.269
H -4.825 1.576 1.399
H -2.347 1.421 1.360
H -2.404 -1.014 -1.949
H -4.882 -0.990 -2.042
F 3.738 -6.058 4.207
C 2.712 -5.283 4.615
F 3.204 -4.411 5.512
F 1.852 -6.090 5.268
C 2.048 -4.595 3.457
C 1.330 -5.363 2.545
C 0.701 -4.751 1.478
C 0.792 -3.370 1.312
C 1.540 -2.618 2.210
C 2.165 -3.226 3.290
P -0.053 -2.510 -0.073
C 0.787 -3.262 -1.504
C 0.182 -3.281 -2.759
C 0.880 -3.718 -3.870
C 2.203 -4.112 -3.735
C 2.822 -4.098 -2.495
C 2.113 -3.676 -1.383
C 2.962 -4.599 -4.935
F 4.286 -4.388 -4.814
F 2.559 -4.005 -6.068
F 2.791 -5.932 -5.105
C -1.676 -3.362 0.011
C -2.039 -4.465 -0.755
C -3.297 -5.031 -0.613
C -4.197 -4.498 0.297
C -3.839 -3.418 1.094
C -2.584 -2.861 0.943
C -5.597 -5.032 0.392
F -6.065 -4.986 1.652
F -6.441 -4.297 -0.367
F -5.691 -6.303 -0.030
H 1.264 -6.435 2.678
H 0.141 -5.351 0.774
H 1.640 -1.550 2.056
H 2.732 -2.638 3.998
H -0.839 -2.939 -2.875
H 0.408 -3.725 -4.842
H 3.857 -4.397 -2.402
H 2.600 -3.659 -0.417
H -1.346 -4.883 -1.474
H -3.578 -5.892 -1.205
H -4.546 -3.012 1.805
H -2.301 -2.006 1.539
```

orbital gap (alpha / beta)	8.32 / 9.04	eV
multiplicity	2
HOMO energy (alpha / beta)	-0.3172 / -0.3410	Ha
ΔE to the lowest compared entry with this formula, charge and spin	0.000	eV

---

# 10
The following is a DFT calculation (ωB97M-V/def2-TZVPD) of a molecular structure, C20H41AlFO3 at a distorted geometry.

Structure (XYZ):
```
66
C20H41AlFO3 ωB97M-V/def2-TZVPD
C 0.901 0.532 1.481
C 1.887 1.796 1.823
C 1.535 2.600 3.207
C -0.056 2.919 3.444
C -0.491 2.134 4.835
C -2.050 1.627 4.864
C -2.167 -0.041 4.892
C -2.644 -0.623 3.436
C -1.491 -1.685 2.854
C -1.708 -1.869 1.238
C -0.974 -3.191 0.592
C 0.445 -2.835 -0.206
C 0.707 -3.942 -1.430
C 0.944 -3.185 -2.870
C -0.289 -3.396 -3.940
Al -1.042 -1.578 -4.643
C -1.368 -0.431 -2.959
C -1.430 1.174 -3.311
F -2.523 1.466 -4.272
H 0.879 0.437 0.291
H -0.215 0.665 1.808
H 1.297 -0.515 1.865
H 1.986 2.500 0.866
H 2.977 1.335 1.969
H 2.023 2.061 4.153
H 2.082 3.660 3.153
H -0.749 2.666 2.525
H -0.205 4.086 3.640
H 0.241 1.228 5.099
H -0.350 2.910 5.721
H -2.726 2.094 4.031
H -2.499 1.981 5.904
H -3.006 -0.333 5.681
H -1.170 -0.545 5.307
H -2.833 0.238 2.643
H -3.635 -1.259 3.592
H -0.433 -1.272 3.165
H -1.611 -2.739 3.369
H -1.377 -0.947 0.588
H -2.865 -2.007 1.064
H -0.816 -4.014 1.412
H -1.728 -3.634 -0.220
H 1.341 -2.920 0.578
H 0.448 -1.722 -0.602
H 1.703 -4.529 -1.169
H -0.181 -4.736 -1.453
H 1.923 -3.639 -3.369
H 1.105 -2.012 -2.774
H 0.159 -3.963 -4.886
H -1.168 -4.070 -3.515
H 0.101 -0.982 -5.604
H -2.338 -1.745 -5.537
H -2.387 -0.695 -2.414
H -0.469 -0.579 -2.215
H -0.354 1.471 -3.729
H -1.678 1.787 -2.329
C 3.333 3.662 -3.729
C 2.427 2.907 -4.645
O 2.403 1.608 -4.083
C 2.726 1.742 -2.763
O 2.636 0.848 -1.938
O 3.160 3.006 -2.487
H 3.061 4.718 -3.650
H 4.385 3.587 -4.025
H 1.408 3.308 -4.650
H 2.802 2.878 -5.672
```

orbital gap	6.83	eV
charge	-1
HOMO energy	-0.1613	Ha

---

# 11
The following is a DFT calculation (ωB97M-V/def2-TZVPD) of a molecular structure, C10H8BrNO2 at a distorted geometry.

Structure (XYZ):
```
22
C10H8BrNO2 ωB97M-V/def2-TZVPD
C 1.503 -1.995 0.568
C -1.814 1.402 -2.443
C -1.912 1.963 -1.187
C -1.352 0.089 -2.691
C -1.575 1.181 -0.057
C -1.100 -0.698 -1.605
C -1.222 -0.107 -0.286
C -1.039 -0.972 0.798
C 2.677 -0.085 2.744
C 1.146 -0.703 1.048
N 1.866 -2.992 0.049
O -1.395 -1.816 1.513
O 1.370 -0.032 2.212
Br 1.853 0.280 -0.549
H -2.157 2.022 -3.364
H -2.383 2.928 -1.027
H -1.195 -0.133 -3.681
H -1.647 1.582 0.979
H -0.639 -1.647 -1.653
H 3.086 -1.034 2.321
H 2.686 -0.011 3.817
H 3.244 0.779 2.495
```

orbital gap (alpha / beta)	5.87 / 7.03	eV
multiplicity	3
HOMO energy (alpha / beta)	-0.2077 / -0.3500	Ha

---

# 12
The following is a DFT calculation (ωB97M-V/def2-TZVPD) of 2 unconnected molecules or ions with the total composition C5H8N2 at a distorted geometry.

Structure (XYZ):
```
15
C5H8N2 ωB97M-V/def2-TZVPD
C -2.212 0.430 0.152
C -1.328 -0.116 -0.890
C 1.046 0.464 -0.475
C 0.473 1.782 -0.669
N 0.145 2.877 -0.852
N 0.927 -0.189 0.613
C 1.857 -1.296 0.776
H -1.915 1.417 0.525
H -3.074 0.639 -0.520
H -2.569 -0.213 0.965
H -1.407 -1.220 -0.890
H 1.710 0.147 -1.288
H 2.551 -1.404 -0.071
H 1.353 -2.251 0.953
H 2.444 -1.068 1.671
```

orbital gap	8.50	eV
HOMO energy	-0.3189	Ha
ΔE to the lowest compared entry with this formula, charge and spin	5.585	eV

---

Number 1: DFT total energy -29430.4167 eV. Number 2: DFT total energy -133954.4252 eV. Number 3: DFT total energy -9747.9595 eV. Number 4: DFT total energy -80229.8961 eV. Number 5: DFT total energy -73859.8714 eV. Number 6: DFT total energy -8866.2690 eV. Number 7: DFT total energy -16330.6702 eV. Number 8: DFT total energy -8337.9590 eV. Number 9: DFT total energy -203568.1834 eV. Number 10: DFT total energy -36854.9979 eV. Number 11: DFT total energy -86120.2284 eV. Number 12: DFT total energy -8289.4114 eV.